(1)
# C10H22NOP

The molecule C10H22NOP at a distorted geometry (ωB97M-V/def2-TZVPD, the Open Molecules 2025 dataset).

The value obtained for the energy relative to the best compared isomer or geometry (same formula, charge and spin) is 22.8 kcal/mol. For the HOMO energy, the calculation gives -9.39 eV. The value obtained for the LUMO energy is 0.745 eV. For the HOMO-LUMO gap, the calculation gives 10.137 eV. The structure (SMILES) is C=C(C)[C@](C)(CC)C(C)(C)[P@H](N)=O. The value obtained for the max |F| is 0.1040 Eh/bohr.

ORCA input file:
```
! wB97M-V def2-TZVPD RIJCOSX def2/J DEFGRID3
* xyz 0 1
C -0.3070 0.2069 0.2426
C 0.9416 -0.7431 -0.0767
C -1.6489 -0.6592 0.0821
C -0.1038 0.5778 1.7926
C 0.9748 -1.0576 -1.6261
C 0.9305 -2.0749 0.5891
C -2.2071 -1.2718 1.1399
C -2.3274 -0.6756 -1.2379
C -1.7302 2.3438 -0.4028
C -0.3687 1.4369 -0.6341
N 2.7873 1.6324 0.0979
O 3.7533 -0.5366 -0.4172
P 2.6702 0.0350 0.3336
H -0.0686 -0.3347 2.3384
H -0.9037 1.2564 2.3215
H 0.8852 1.0296 1.9367
H 1.1788 -2.1302 -1.7419
H 1.9441 -0.5755 -1.9725
H 0.1007 -0.8299 -2.2677
H 1.8063 -2.6973 0.1485
H 0.0440 -2.5182 0.4146
H 1.1565 -2.1576 1.7086
H 2.7991 -0.2006 1.6584
H -2.9618 -1.9735 1.0124
H -1.7761 -1.1845 2.1010
H -2.7336 0.4158 -1.2222
H -3.2478 -1.1534 -1.1329
H -1.7099 -1.0087 -2.0480
H -2.2537 2.3193 -1.4130
H -1.5862 3.4058 -0.0875
H -2.2983 1.7610 0.4130
H 0.3947 2.2273 -0.5442
H -0.1515 1.0221 -1.6070
H 2.2413 2.4670 0.3026
H 3.7759 1.6460 -0.2018
*
```

=====

(2)
# C2H4N3O3PS

A cluster of 2 separate species, C2H4N3O3PS in total at a distorted geometry (ωB97M-V/def2-TZVPD, the Open Molecules 2025 dataset).

The expectation value of S² is 2.0056. For the HOMO energy (alpha / beta), the calculation gives -5.52 / -8.96 eV. The value obtained for the LUMO energy (alpha / beta) is 0.256 / -3.880 eV. For the HOMO-LUMO gap (alpha / beta), the calculation gives 5.781 / 5.078 eV. The value obtained for the max |F| is 0.1001 Eh/bohr.

ORCA input file:
```
! wB97M-V def2-TZVPD RIJCOSX def2/J DEFGRID3
* xyz 0 3
C 1.1971 0.6399 -1.9286
C 0.3859 1.2589 -0.9794
N 0.8920 -0.6405 -2.0100
N -0.0844 -0.8269 -1.1607
N -0.4077 0.2952 -0.5075
O -1.9497 -1.5157 2.7762
O -0.4410 -2.5191 1.0009
O -1.3173 0.3227 0.3575
P -0.5337 -1.5188 2.0517
S 0.8723 -0.5293 2.9356
H 1.9685 1.0750 -2.5283
H 0.3386 2.2653 -0.6260
H -2.0487 -0.8163 3.4265
H -0.4554 -1.7322 -0.8865
*
```

=====

(3)
# C28H31AsBrIrN2O5

A structure of composition C28H31AsBrIrN2O5 (ωB97M-V/def2-TZVPD, the Open Molecules 2025 dataset).

The value obtained for the energy relative to the best compared isomer or geometry (same formula, charge and spin) is 17.3 kcal/mol. The expectation value of S² is 8.8041. For the HOMO energy (alpha / beta), the calculation gives -9.94 / -10.97 eV. The value obtained for the LUMO energy (alpha / beta) is -3.674 / -5.830 eV. For the HOMO-LUMO gap (alpha / beta), the calculation gives 6.267 / 5.139 eV. The value obtained for the max |F| is 0.0122 Eh/bohr.

ORCA input file:
```
! wB97M-V def2-TZVPD RIJCOSX def2/J DEFGRID3
* xyz 1 6
Ir -0.3173 0.9258 0.4531
C -1.5821 -0.6748 4.8276
O -1.8970 -2.0468 4.5053
C -1.6543 -2.6159 3.3520
C -1.8696 -4.0136 3.3373
C -1.5503 -4.7521 2.2379
C -0.9700 -4.1216 1.1170
C -0.7753 -2.7512 1.0513
C -0.0630 -2.2836 -0.0949
N 0.3391 -1.0541 -0.3704
N 1.1538 -1.0312 -1.4012
C 1.8175 0.2126 -1.5261
O 1.8396 0.9900 -0.5771
C 2.4621 0.4693 -2.8138
C 2.9512 1.7573 -3.0498
C 3.5171 2.0611 -4.2719
C 3.6048 1.0811 -5.2552
C 3.1250 -0.2001 -5.0219
C 2.5473 -0.5114 -3.8023
C -1.2115 -1.9110 2.1519
O -1.2575 -0.6590 2.0896
H -1.8372 -0.5879 5.8781
H -2.1599 0.0062 4.2192
H -0.5168 -0.5083 4.6742
H -2.2697 -4.4544 4.2404
H -1.6982 -5.8221 2.2237
H -0.6590 -4.7376 0.2825
H 0.2746 -3.0393 -0.8001
H 2.8641 2.5010 -2.2687
H 3.8887 3.0579 -4.4668
H 4.0518 1.3209 -6.2111
H 3.2004 -0.9551 -5.7923
H 2.1678 -1.5045 -3.6118
C -2.6047 2.6882 3.6638
C -3.4214 1.8999 2.6475
As -2.5662 1.8182 0.8994
C -3.7305 0.5997 -0.0893
C -5.1911 1.0086 -0.2151
C -2.9141 3.5787 0.1152
C -4.1189 4.3210 0.6766
H -3.0801 2.6853 4.6452
H -2.4988 3.7296 3.3553
H -1.5942 2.2882 3.7679
H -4.4084 2.3459 2.5215
H -3.5888 0.8634 2.9508
H -3.6280 -0.3617 0.4218
H -3.2613 0.4894 -1.0681
H -5.6639 1.1514 0.7580
H -5.7574 0.2406 -0.7431
H -5.2974 1.9347 -0.7801
H -3.0211 3.3981 -0.9570
H -2.0016 4.1581 0.2420
H -5.0431 3.7530 0.5759
H -4.2537 5.2635 0.1451
H -3.9881 4.5634 1.7318
Br 0.4151 6.5182 -6.2675
C 0.1624 5.3411 -4.8124
C 0.6230 5.7072 -3.5553
C 0.4448 4.8380 -2.4932
C -0.1908 3.6159 -2.6898
C -0.6491 3.2643 -3.9556
C -0.4756 4.1273 -5.0232
C -0.3400 2.6664 -1.5603
O 0.0858 2.9779 -0.4160
O -0.8681 1.5296 -1.7526
H 1.1169 6.6582 -3.4140
H 0.8029 5.0960 -1.5057
H -1.1336 2.3075 -4.0951
H -0.8261 3.8646 -6.0112
*
```

=====

What did the first record say?
# C10H22NOP

The molecule C10H22NOP at a distorted geometry (ωB97M-V/def2-TZVPD, the Open Molecules 2025 dataset).

The value obtained for the energy relative to the best compared isomer or geometry (same formula, charge and spin) is 22.8 kcal/mol. For the HOMO energy, the calculation gives -9.39 eV. The value obtained for the LUMO energy is 0.745 eV. For the HOMO-LUMO gap, the calculation gives 10.137 eV. The structure (SMILES) is C=C(C)[C@](C)(CC)C(C)(C)[P@H](N)=O. The value obtained for the max |F| is 0.1040 Eh/bohr.

ORCA input file:
```
! wB97M-V def2-TZVPD RIJCOSX def2/J DEFGRID3
* xyz 0 1
C -0.3070 0.2069 0.2426
C 0.9416 -0.7431 -0.0767
C -1.6489 -0.6592 0.0821
C -0.1038 0.5778 1.7926
C 0.9748 -1.0576 -1.6261
C 0.9305 -2.0749 0.5891
C -2.2071 -1.2718 1.1399
C -2.3274 -0.6756 -1.2379
C -1.7302 2.3438 -0.4028
C -0.3687 1.4369 -0.6341
N 2.7873 1.6324 0.0979
O 3.7533 -0.5366 -0.4172
P 2.6702 0.0350 0.3336
H -0.0686 -0.3347 2.3384
H -0.9037 1.2564 2.3215
H 0.8852 1.0296 1.9367
H 1.1788 -2.1302 -1.7419
H 1.9441 -0.5755 -1.9725
H 0.1007 -0.8299 -2.2677
H 1.8063 -2.6973 0.1485
H 0.0440 -2.5182 0.4146
H 1.1565 -2.1576 1.7086
H 2.7991 -0.2006 1.6584
H -2.9618 -1.9735 1.0124
H -1.7761 -1.1845 2.1010
H -2.7336 0.4158 -1.2222
H -3.2478 -1.1534 -1.1329
H -1.7099 -1.0087 -2.0480
H -2.2537 2.3193 -1.4130
H -1.5862 3.4058 -0.0875
H -2.2983 1.7610 0.4130
H 0.3947 2.2273 -0.5442
H -0.1515 1.0221 -1.6070
H 2.2413 2.4670 0.3026
H 3.7759 1.6460 -0.2018
*
```

=====

> Which value of max |F| does entry 3 give?

0.0122 Eh/bohr

=====

> Among the records above, which one has the highest max |F|?

C10H22NOP